Record 1
30
Properties=species:S:1:pos:R:3 method="wB97M-V/def2-TZVPD" lumo_energy_ev="3.8 / 3.7" spin_multiplicity=2 s_squared=0.7703 homo_lumo_gap_ev="3.2 / 6.8" e_tot_ha=-522.14975 charge=-1 e_above_lowest_kj_mol=59.4
N 1.3167 -0.6738 -1.4512
C -3.0159 -0.6809 -2.2559
C -0.4661 2.1819 0.9581
C 0.3584 0.0173 0.5556
C -0.3944 0.8740 1.4044
C 1.6550 -1.3359 2.9012
C 0.8425 -2.1617 1.9210
C 0.6991 1.7611 -1.1576
C 0.0916 2.6450 -0.2289
C 0.6999 -1.3729 0.6546
C 0.8427 0.4275 -0.7343
C 1.3316 -1.7417 -0.4981
C -2.8007 0.7664 -1.8336
H 1.3689 -3.1161 1.7790
H 1.5343 -0.6061 -2.4333
H -3.0622 0.9946 -0.8199
H 1.0932 -0.4940 3.3394
H 2.5919 -0.8918 2.4920
H -3.7853 -1.1934 -1.6935
H -2.1126 -1.2428 -2.1460
H -3.3709 -0.6929 -3.2942
H -3.4661 1.4048 -2.4425
H -1.1569 2.8043 1.5124
H 1.0735 2.0168 -2.1344
H -1.7565 1.0096 -2.0013
H -0.9097 0.4290 2.2442
H 2.0512 -2.5290 -0.7225
H 1.9086 -1.9054 3.8073
H -0.0385 3.6906 -0.4572
H -0.1089 -2.4878 2.3516

---

Record 2
6
Properties=species:S:1:pos:R:3 method="wB97M-V/def2-TZVPD" lumo_energy_ev="-0.8 / -0.8" spin_multiplicity=1 homo_lumo_gap_ev="8.4 / 8.4" e_tot_ha=-268.91825 e_above_lowest_kj_mol=706.3
F 2.0297 -0.1451 -0.8075
O -1.7982 0.0316 -0.5656
N -1.2830 -0.2713 0.4765
C 1.7532 0.9431 -0.1813
H -1.4155 -1.3287 0.7544
H 0.7139 0.7704 0.3235

---

Record 3
18
Properties=species:S:1:pos:R:3 method="wB97M-V/def2-TZVPD" lumo_energy_ev="-3.3 / -8.9" spin_multiplicity=2 s_squared=0.7575 homo_lumo_gap_ev="11.4 / 5.8" e_tot_ha=-455.17605 charge=+1 e_above_lowest_kj_mol=162.4
O 0.1161 1.2249 -2.2290
O 2.7352 0.8977 0.6444
O 0.0045 0.5682 1.7563
N -0.7037 -1.4900 -1.0715
N -1.2422 -1.2573 1.8149
C -0.2142 -0.3927 -0.4005
C -0.6187 0.9963 -0.9905
C -0.4903 -0.3463 1.1052
H -1.5872 1.0684 -1.3832
H 0.9770 -0.5300 -0.2102
H 3.3903 1.4805 0.8341
H -1.6008 -2.1107 1.3937
H -1.5373 -1.4338 -1.5341
H -0.5038 1.8510 -0.1835
H 1.8932 0.8654 1.1842
H 0.8427 1.9608 -2.0485
H -0.0674 -2.1098 -1.5274
H -1.3933 -1.2426 2.8457

---

Record 4
7
Properties=species:S:1:pos:R:3 method="wB97M-V/def2-TZVPD" smiles="C=C=O.Br" lumo_energy_ev=0.7 spin_multiplicity=1 homo_lumo_gap_ev=10.0 e_tot_ha=-2727.21308 e_above_lowest_kj_mol=112.4
Br 0.3803 -1.9482 2.1118
O -0.1360 1.7098 -1.9304
C 0.7889 1.1197 -1.5454
C 1.8493 0.5558 -1.0403
H 1.6744 -2.2412 2.5382
H 2.6517 1.1752 -0.5255
H 2.0640 -0.4162 -1.1401

---

Record 5
68
Properties=species:S:1:pos:R:3 method="wB97M-V/def2-TZVPD" smiles="O=C1c2ccccc2C(=O)c2ccccc21.O=C1c2ccccc2C(=O)c2ccccc21.OCCCB(S)COO" lumo_energy_ev=-1.1 spin_multiplicity=1 homo_lumo_gap_ev=8.1 e_tot_ha=-2185.27130 e_above_lowest_kj_mol=0.0
S -0.4923 -1.0397 -0.1029
O 4.4950 -0.6524 -0.2984
O -3.6728 -4.0865 -1.1325
O -7.1686 0.9177 1.0180
O -5.2494 4.6614 -2.3149
O -2.6700 -3.1326 -1.5019
O 1.2885 -5.2712 -0.1293
O 7.5753 1.1884 3.6899
C 6.5303 0.3730 0.3263
C 3.1605 -1.1467 3.6236
C 2.0580 -3.3026 -1.3872
C -6.9634 4.0174 -0.8265
C -5.0052 2.4915 -1.4144
C 5.1813 -0.0863 4.3832
C -1.3973 -3.6704 -1.1919
C 8.1911 1.0607 -1.2656
C 8.9731 1.5662 -0.2329
C -5.4926 1.5235 -0.5329
C -5.6949 3.8014 -1.5857
C 3.9712 -0.6980 4.6610
C 6.8927 0.7519 2.7898
C 8.5408 1.4700 1.0787
C 1.9049 -4.8247 -1.3344
C 6.9711 0.4686 -0.9880
C 3.5658 -0.9928 2.3093
C -3.8505 2.2409 -2.1461
C -3.6594 0.0772 -1.1069
C 5.5908 0.0742 3.0649
C -7.4691 3.0383 0.0290
C -8.8373 5.4295 -0.3147
C -9.3474 4.4487 0.5291
C 5.2065 -0.2563 0.5993
C 4.7848 -0.3888 2.0249
C -4.8126 0.3215 -0.3788
C -6.7458 1.7484 0.2436
C -3.1850 1.0365 -1.9943
C -7.6488 5.2151 -0.9910
C 7.3219 0.8678 1.3644
C -8.6642 3.2575 0.7032
C 0.9232 -2.5900 -2.1761
B -0.3185 -2.5176 -1.2422
H -9.0424 2.4842 1.3578
H 8.5353 1.1310 -2.2891
H 3.0328 -3.0010 -1.7664
H 1.8122 -4.9498 0.6096
H 0.7081 -3.1522 -3.0903
H 1.2508 -5.1737 -2.1335
H -7.2371 5.9640 -1.6536
H -3.4910 2.9994 -2.8280
H 1.9992 -2.9552 -0.3480
H 1.2745 -1.5912 -2.4419
H 6.3464 0.0751 -1.7781
H 0.0620 -1.6665 0.9412
H -1.1495 -4.5112 -1.8532
H -3.7687 -4.6012 -1.9450
H -10.2798 4.6164 1.0522
H -2.2882 0.8443 -2.5702
H 3.6545 -0.8237 5.6880
H -1.4029 -4.0643 -0.1645
H 9.9235 2.0342 -0.4536
H -3.1475 -0.8663 -0.9861
H 2.9506 -1.3314 1.4860
H -9.3709 6.3619 -0.4454
H 2.8759 -5.3115 -1.4666
H -5.1990 -0.4140 0.3134
H 2.2109 -1.6165 3.8455
H 9.1367 1.8544 1.8952
H 5.8221 0.2745 5.1760

---

Record 6
148
Properties=species:S:1:pos:R:3 method="wB97M-V/def2-TZVPD" lumo_energy_ev=-0.8 spin_multiplicity=1 homo_lumo_gap_ev=7.9 e_tot_ha=-4882.85827 e_above_lowest_kj_mol=4714.9
F 16.3851 -1.3905 -11.0272
F 13.3480 3.3898 -12.4217
F 15.3812 -3.9638 -11.7878
F 14.2094 -1.7118 -10.5956
F 14.1672 1.3970 -14.0889
F 16.1337 1.5111 -13.2306
F 14.6875 -2.9770 -13.4992
F 15.3313 3.6222 -11.4092
O 16.0678 -0.5736 -14.6756
O 13.1250 -1.6955 -15.9631
O 15.4153 -2.0494 -15.8052
O 16.5311 -0.4048 -8.8806
O 9.7761 1.6908 -10.2885
O 10.1604 -1.9920 -12.5517
O 8.4614 -1.2777 -13.9664
O 17.8111 -4.7522 -9.0441
O 15.5678 8.3255 -11.3217
O 19.2710 -5.6173 -16.0735
O 13.1712 -5.9860 -13.5044
O 14.8872 -1.2559 -17.7630
O 14.9354 1.1984 -9.5265
O 17.3914 -2.2660 -14.0398
O 15.0105 -3.4839 -17.3534
O 9.5048 0.0911 -12.4772
O 12.7483 -6.2527 -15.7506
O 19.0158 -6.3269 -13.8886
O 14.1278 6.7963 -10.7489
O 17.5950 -3.5890 -10.8372
O 14.2146 -7.7554 -14.6549
O 10.9545 2.0905 -8.3361
O 14.7353 -0.5276 -12.3831
O 14.4360 -0.8203 -8.3747
O 11.6750 -1.4426 -14.2302
O 11.7711 2.5436 -10.2910
O 18.1381 -0.5104 -15.1696
O 11.4259 -3.2637 -15.6007
O 17.6750 -4.7910 -14.6715
O 16.2805 -5.4251 -10.5312
O 13.8968 8.8776 -9.8728
C 12.4280 -1.7122 -11.5206
C 15.1721 -1.5763 -11.5575
C 16.5178 -1.7737 -8.5205
C 17.1669 -1.1827 -14.5250
C 13.4049 -6.7682 -14.6406
C 14.3552 5.1846 -12.2593
C 18.6818 -3.6582 -8.8793
C 15.1622 -1.8552 -7.8488
C 17.4111 -4.8340 -13.3274
C 12.3772 -3.7762 -13.1627
C 12.1027 -5.1111 -13.8286
C 15.1547 6.0973 -11.3126
C 12.0127 -2.2261 -15.3161
C 14.4708 0.7432 -11.7896
C 16.1817 0.6530 -15.3836
C 15.8719 -5.0867 -13.2320
C 18.7338 -5.5999 -14.9483
C 12.1035 -5.0631 -15.3791
C 14.8098 1.7127 -12.9514
C 10.7420 2.0841 -9.6589
C 10.8977 -1.5375 -11.4188
C 12.5523 -0.2761 -14.1952
C 10.5294 -0.0525 -11.5059
C 12.8962 2.6284 -9.4526
C 18.5891 -1.5465 -10.3741
C 9.2886 -1.1156 -13.0420
C 13.6380 3.8918 -9.7864
C 17.1611 -4.6171 -10.2291
C 13.8198 0.5518 -16.3016
C 17.6543 0.6432 -15.7557
C 15.0351 -4.2553 -16.2118
C 18.1151 0.6760 -17.2006
C 15.4488 -2.7942 -12.4610
C 13.6575 -0.5519 -15.2524
C 16.0169 -5.4162 -16.5998
C 14.5249 -3.1977 -8.0620
C 12.2063 2.6892 -8.1195
C 18.2996 -5.9097 -12.7823
C 15.5696 -3.3332 -15.2066
C 14.6512 3.1849 -12.4833
C 14.4429 8.0985 -10.6430
C 15.2725 0.1260 -8.9026
C 15.0749 -2.1644 -17.0206
C 15.9157 7.1683 -11.9751
C 18.7388 -3.0622 -10.2821
H 17.5348 1.4323 -17.7292
H 11.5821 -3.0911 -13.4567
H 12.8174 -1.1034 -12.3366
H 11.0500 -5.0043 -15.6526
H 13.6012 -3.3717 -7.5101
H 14.0080 -4.4891 -15.9317
H 13.0364 4.7994 -9.8366
H 15.6380 -6.0106 -13.7609
H 19.0880 -5.5070 -12.1463
H 14.5593 0.1269 -16.9803
H 11.1698 -5.5598 -13.4873
H 19.6621 -3.2989 -10.8108
H 15.7040 7.2262 -13.0428
H 15.6132 -5.8629 -17.5084
H 15.8178 5.6049 -10.6014
H 18.0056 1.4895 -15.1653
H 10.2830 0.3341 -10.5170
H 12.0093 0.6321 -14.4568
H 14.2919 -3.3243 -9.1192
H 18.3416 -2.9163 -8.1568
H 15.5063 0.7308 -16.2356
H 13.0401 -0.0605 -13.2446
H 18.5597 -1.1594 -11.3926
H 10.6263 -1.9959 -10.4679
H 12.9394 -1.4509 -10.5941
H 14.1138 3.7954 -10.7623
H 12.6452 -4.1983 -15.7624
H 19.7004 -3.9429 -8.6158
H 19.4826 -1.0958 -9.9421
H 13.4372 0.7843 -11.4458
H 16.5973 -2.4226 -9.3926
H 15.0480 3.7568 -13.3221
H 12.7316 2.2589 -7.2669
H 15.9936 1.4899 -14.7110
H 13.5803 1.7814 -9.5040
H 16.1277 -6.1784 -15.8285
H 12.3385 -3.8053 -12.0738
H 17.9490 -0.2600 -17.7338
H 12.7355 -2.7324 -11.7501
H 17.7600 -1.1544 -9.7851
H 14.5959 -0.7565 -14.7370
H 14.4629 4.0301 -9.0875
H 13.8101 4.4044 -11.7279
H 17.3385 -1.9685 -7.8301
H 13.3411 -3.3368 -13.4196
H 17.0108 -5.0356 -16.8354
H 13.7331 5.6497 -13.0240
H 16.4410 -2.7559 -12.9105
H 16.9469 6.8190 -11.9232
H 14.1738 1.4644 -15.8219
H 19.1805 0.9063 -17.1919
H 17.8018 -3.9765 -12.7794
H 16.6414 -3.3847 -15.0153
H 15.1175 4.5574 -12.7215
H 15.3010 -4.3415 -13.7859
H 15.2442 -3.9870 -7.8436
H 15.5552 -5.2018 -12.1953
H 12.0331 3.6745 -7.6866
H 11.4515 0.4678 -11.7653
H 15.2531 0.9118 -11.0495
H 17.8173 -6.6716 -12.1701
H 15.3568 -1.6828 -6.7902
H 15.0429 -3.4727 -14.2625
H 12.9206 0.7529 -16.8840

---

Record 7
73
Properties=species:S:1:pos:R:3 method="wB97M-V/def2-TZVPD" lumo_energy_ev=-1.6 spin_multiplicity=1 homo_lumo_gap_ev=7.9 e_tot_ha=-5674.71963
Br 3.8120 -0.8237 1.3909
S 0.3641 -0.0504 0.5644
P -3.7368 -4.9769 3.6185
P 1.7913 3.9749 -5.1829
Si -1.2713 2.1541 2.4804
Si 1.4151 1.3481 1.8230
O 0.3186 2.7127 2.0729
O -3.2707 -3.5753 2.8739
O 3.4353 4.2222 -5.1721
O -2.2517 -5.4156 4.2238
O -3.8976 -4.0481 5.0557
O 1.4047 5.4419 -4.9609
O 1.6261 3.4972 -3.6072
O -3.6730 -5.8664 2.3709
O -4.1231 0.3317 1.2667
O 2.1756 2.3382 -5.5386
N -2.3912 2.1706 1.0415
C 5.5117 1.5393 1.7746
C -4.7827 -4.5997 6.0323
C 3.0047 2.0944 1.0614
C 4.2254 6.3482 -4.3267
C 3.9754 5.4834 -5.5493
C 0.3134 3.2637 -3.1159
C -1.6933 -6.6857 3.9090
C -3.3256 1.2894 1.2440
C -4.2876 -5.9296 6.5713
C -0.2742 1.9841 -3.6817
C 1.9500 1.9486 -6.8950
C -0.7494 -6.5791 2.7246
C 2.8437 2.6994 -7.8653
C -5.2654 -2.1949 2.9934
C 4.2366 1.0610 0.8825
C -4.2399 -2.8749 2.1056
H 0.4121 1.1450 -3.5448
H -5.8855 -2.9361 3.5084
H 2.1537 0.8770 -6.9630
H -5.7789 -4.7080 5.5920
H -4.7779 -1.5902 3.7617
H 0.1431 -6.0100 3.0032
H 4.5875 1.1706 -0.2184
H 3.3553 6.3945 -3.6715
H 5.0414 5.9301 -3.7289
H -3.2588 -5.8465 6.9290
H 2.5925 3.7652 -7.8865
H -1.2021 -6.0514 1.8849
H 1.6398 0.7710 3.1541
H -0.4375 -7.5706 2.3876
H -1.8748 3.0842 3.4619
H -1.2243 1.7477 -3.1970
H -4.7221 -3.5558 1.3983
H -0.3281 4.1214 -3.3373
H -4.8554 -3.8773 6.8492
H 2.7195 2.6054 0.0758
H -4.9227 -6.2749 7.3904
H 3.3940 2.9336 1.7659
H 6.4410 1.1138 1.2529
H 3.3261 5.9854 -6.2727
H -1.1357 -7.0269 4.7871
H -0.4566 2.0823 -4.7567
H -4.2974 -6.6979 5.7909
H 2.7291 2.3071 -8.8785
H -1.1451 0.7914 3.0137
H 1.0037 -0.2391 -0.6558
H 3.8924 2.6211 -7.5696
H 4.9251 5.2953 -6.0603
H 0.3892 3.1779 -2.0281
H 5.6042 2.6835 1.8342
H 0.8951 2.1045 -7.1415
H -5.9238 -1.5538 2.4030
H 4.4966 7.3650 -4.6206
H -3.7044 -2.1189 1.5256
H -2.4802 -7.4251 3.7325
H 5.4999 1.1268 2.8434